13
Properties=species:S:1:pos:R:3 method="wB97M-V/def2-TZVPD" de_lowest_kcal_mol=179.0 e_lumo_ha="-0.247 / -0.209" total_charge=+1 spin_multiplicity=1 homo_lumo_gap_ev="7.771 / 9.574" largest_force_ev_per_a=6.5 smiles="C=[N+]1N=C[C@H]1C"
C -1.5985 0.6639 -1.0565
N -0.3589 0.7158 -0.6295
N 0.3288 1.8563 -0.5919
C 1.6667 0.7197 -0.1403
C 0.5725 -0.2864 -0.0647
C 0.1477 -1.0174 1.2231
H -2.0944 1.4167 -1.6902
H -2.3661 -0.1766 -0.8405
H 2.7466 0.8591 0.1136
H 0.7831 -1.1389 -0.6772
H -0.6274 -1.7308 0.7869
H -0.1723 -0.2718 1.9290
H 0.9721 -1.6095 1.6382